Molecular formula: C68H179N9O21
Method: DFT, ωB97M-V with the def2-TZVPD basis set

Geometry (Å):
1 C -3.103 -0.609 9.190
2 O -2.131 0.375 8.916
3 C -1.066 0.316 9.886
4 C 0.018 1.363 9.574
5 N 0.426 1.330 8.162
6 C 1.139 0.080 7.943
7 C 1.565 0.005 6.477
8 O 0.465 -0.444 5.702
9 C 0.759 -0.769 4.389
10 H -3.199 -0.959 10.218
11 H -2.690 -1.511 8.737
12 H -4.072 -0.559 8.693
13 H -0.522 -0.620 10.014
14 H -1.529 0.554 10.844
15 H 0.889 1.366 10.230
16 H -0.492 2.289 9.841
17 H -0.479 1.203 7.733
18 H 0.519 -0.813 8.019
19 H 1.955 -0.035 8.657
20 H 2.402 -0.680 6.341
21 H 1.987 0.980 6.233
22 H 0.652 0.056 3.685
23 H 0.118 -1.565 4.010
24 H 1.754 -1.204 4.290
25 C 6.499 -0.039 -3.235
26 O 7.671 -0.850 -2.971
27 C 7.479 -2.143 -3.603
28 C 8.601 -3.069 -3.146
29 N 8.426 -3.592 -1.767
30 C 9.606 -4.407 -1.255
31 C 9.231 -4.951 0.191
32 O 8.957 -3.899 1.059
33 C 8.383 -4.328 2.261
34 H 6.398 0.157 -4.303
35 H 6.479 0.897 -2.677
36 H 5.540 -0.504 -3.004
37 H 7.543 -2.071 -4.689
38 H 6.586 -2.665 -3.259
39 H 9.587 -2.633 -3.300
40 H 8.562 -3.942 -3.797
41 H 8.311 -2.778 -1.180
42 H 10.516 -3.807 -1.221
43 H 9.780 -5.263 -1.907
44 H 10.026 -5.611 0.539
45 H 8.414 -5.671 0.146
46 H 7.966 -3.471 2.790
47 H 9.207 -4.690 2.875
48 H 7.607 -5.091 2.185
49 C -3.383 -0.951 -0.440
50 O -2.301 -0.203 0.057
51 C -2.634 0.824 0.987
52 C -1.273 1.489 1.504
53 N -0.444 1.826 0.357
54 C 0.896 2.209 0.830
55 C 1.880 2.307 -0.348
56 O 2.018 0.896 -0.689
57 C 2.764 0.658 -1.897
58 H -3.078 -1.633 -1.234
59 H -4.066 -0.283 -0.964
60 H -3.943 -1.446 0.353
61 H -3.248 0.447 1.806
62 H -3.174 1.603 0.449
63 H -0.720 0.695 2.008
64 H -1.436 2.307 2.206
65 H -0.364 1.044 -0.277
66 H 1.285 1.519 1.578
67 H 0.830 3.132 1.406
68 H 2.908 2.606 -0.141
69 H 1.486 2.900 -1.173
70 H 3.772 1.041 -1.737
71 H 2.332 1.285 -2.677
72 H 2.747 -0.398 -2.168
73 C -5.566 -7.121 -3.873
74 O -4.382 -6.356 -4.066
75 C -4.196 -5.304 -3.128
76 C -2.822 -4.526 -3.411
77 N -2.896 -3.562 -4.536
78 C -3.159 -4.104 -5.879
79 C -2.018 -4.892 -6.532
80 O -0.798 -4.164 -6.755
81 C -0.794 -3.282 -7.868
82 H -5.466 -7.832 -3.053
83 H -5.785 -7.762 -4.728
84 H -6.394 -6.446 -3.660
85 H -4.100 -5.679 -2.108
86 H -5.028 -4.605 -3.214
87 H -2.069 -5.264 -3.689
88 H -2.487 -4.005 -2.514
89 H -1.969 -3.168 -4.604
90 H -3.424 -3.312 -6.580
91 H -4.064 -4.710 -5.895
92 H -2.365 -5.345 -7.461
93 H -1.848 -5.775 -5.917
94 H -1.188 -2.323 -7.531
95 H -1.377 -3.629 -8.721
96 H 0.235 -3.189 -8.216
97 C -6.713 -5.576 -0.425
98 C -6.510 -4.078 -0.508
99 C -7.782 -3.285 -0.750
100 O -5.836 -3.600 0.628
101 H -7.260 -5.715 0.508
102 H -5.738 -6.036 -0.265
103 H -7.200 -5.958 -1.322
104 H -5.880 -3.751 -1.336
105 H -8.315 -3.637 -1.633
106 H -7.612 -2.217 -0.887
107 H -8.406 -3.380 0.138
108 H -5.734 -2.648 0.559
109 C 0.199 -0.030 -5.303
110 C -1.072 -0.250 -4.545
111 C -1.058 0.374 -3.140
112 O -2.113 0.265 -5.397
113 H 1.065 -0.178 -4.659
114 H 0.281 0.989 -5.681
115 H 0.198 -0.673 -6.183
116 H -1.253 -1.322 -4.468
117 H -2.037 0.250 -2.678
118 H -0.762 1.423 -3.115
119 H -0.305 -0.113 -2.520
120 H -2.882 -0.058 -4.923
121 C 0.925 4.716 4.330
122 C 0.299 3.659 5.151
123 C -0.405 4.338 6.397
124 O -0.745 3.086 4.425
125 H 1.838 5.066 4.812
126 H 0.245 5.565 4.263
127 H 0.980 4.446 3.275
128 H 1.098 3.013 5.515
129 H -0.840 3.546 7.006
130 H -1.188 5.021 6.066
131 H 0.269 4.876 7.065
132 H -1.240 2.451 4.949
133 C -3.042 5.105 -0.376
134 C -1.547 5.492 -0.147
135 C -1.117 5.538 1.358
136 O -0.813 4.521 -0.883
137 H -3.211 4.077 -0.057
138 H -3.279 5.022 -1.437
139 H -3.676 5.752 0.231
140 H -1.381 6.455 -0.631
141 H -1.265 4.602 1.896
142 H -1.734 6.275 1.873
143 H -0.062 5.810 1.369
144 H -0.833 3.738 -0.329
145 C -6.132 0.306 -3.624
146 C -5.569 -1.117 -3.574
147 C -6.375 -2.154 -4.463
148 O -4.254 -1.123 -4.042
149 H -7.176 0.410 -3.331
150 H -6.091 0.756 -4.616
151 H -5.621 0.950 -2.908
152 H -5.559 -1.461 -2.540
153 H -6.041 -2.153 -5.501
154 H -7.405 -1.803 -4.529
155 H -6.369 -3.199 -4.153
156 H -4.032 -2.016 -4.316
157 C 4.610 5.084 -0.447
158 C 5.150 3.984 -1.380
159 C 4.454 3.888 -2.656
160 O 6.479 4.340 -1.520
161 H 4.669 6.048 -0.952
162 H 5.096 5.127 0.527
163 H 3.559 4.928 -0.204
164 H 4.988 3.034 -0.872
165 H 4.863 3.105 -3.295
166 H 4.334 4.823 -3.204
167 H 3.442 3.527 -2.473
168 H 6.513 5.280 -1.711
169 C -4.581 5.754 5.451
170 C -4.763 5.678 3.885
171 C -4.135 4.424 3.315
172 O -6.136 5.638 3.496
173 H -3.520 5.749 5.697
174 H -5.094 4.901 5.895
175 H -4.852 6.724 5.866
176 H -4.315 6.586 3.484
177 H -4.717 3.544 3.589
178 H -3.107 4.235 3.625
179 H -4.124 4.504 2.228
180 H -6.667 4.912 3.832
181 C -8.409 -0.580 2.301
182 C -6.854 -0.369 2.184
183 C -6.037 -1.195 3.173
184 O -6.416 -0.768 0.908
185 H -8.796 -0.420 3.307
186 H -8.724 -1.549 1.916
187 H -8.888 0.227 1.747
188 H -6.600 0.667 2.408
189 H -6.208 -2.254 2.980
190 H -6.290 -1.018 4.218
191 H -4.967 -0.994 3.106
192 H -7.025 -0.460 0.233
193 C 5.407 -1.851 -0.279
194 C 5.074 -2.908 0.697
195 C 3.516 -3.083 0.769
196 O 2.829 -1.871 1.140
197 C 1.418 -1.980 0.895
198 N 5.747 -4.155 0.239
199 H 4.877 -0.918 -0.089
200 H 5.086 -2.137 -1.280
201 H 6.457 -1.610 -0.441
202 H 5.494 -2.724 1.686
203 H 3.278 -3.919 1.427
204 H 3.220 -3.467 -0.207
205 H 0.774 -1.106 0.996
206 H 0.969 -2.746 1.526
207 H 1.302 -2.381 -0.112
208 H 5.731 -4.224 -0.768
209 H 6.736 -4.064 0.427
210 C 3.577 1.958 -6.090
211 C 4.698 1.014 -6.587
212 C 4.382 -0.484 -6.354
213 O 3.950 -0.765 -4.976
214 C 3.564 -2.067 -4.669
215 N 4.909 1.352 -7.953
216 H 2.640 1.853 -6.637
217 H 3.759 3.014 -6.286
218 H 3.404 1.843 -5.020
219 H 5.640 1.211 -6.073
220 H 5.219 -1.120 -6.643
221 H 3.545 -0.827 -6.962
222 H 3.428 -2.114 -3.588
223 H 4.346 -2.801 -4.861
224 H 2.634 -2.200 -5.222
225 H 5.901 1.283 -8.132
226 H 4.696 2.311 -8.191
227 C 6.403 3.713 4.490
228 C 5.002 3.385 5.141
229 C 4.038 2.748 4.080
230 O 4.555 1.474 3.654
231 C 3.847 0.831 2.542
232 N 5.251 2.383 6.138
233 H 6.180 4.114 3.502
234 H 7.085 2.879 4.321
235 H 7.078 4.427 4.962
236 H 4.662 4.271 5.676
237 H 3.906 3.440 3.249
238 H 3.026 2.540 4.427
239 H 4.295 -0.133 2.302
240 H 3.855 1.518 1.696
241 H 2.803 0.575 2.722
242 H 5.141 1.530 5.609
243 H 4.432 2.346 6.728
244 C 1.097 3.887 -4.697
245 C -0.063 4.784 -4.559
246 C -1.383 3.975 -4.290
247 O -2.441 4.866 -3.952
248 C -3.685 4.148 -3.877
249 N 0.156 5.642 -3.359
250 H 2.067 4.319 -4.941
251 H 0.991 3.165 -5.506
252 H 1.391 3.279 -3.841
253 H -0.265 5.351 -5.468
254 H -1.125 3.386 -3.410
255 H -1.548 3.389 -5.194
256 H -3.663 3.151 -3.437
257 H -4.017 4.044 -4.910
258 H -4.438 4.710 -3.325
259 H 0.193 4.979 -2.598
260 H -0.764 6.040 -3.230
261 C -2.163 -4.738 0.676
262 C -2.646 -4.725 2.142
263 C -2.593 -3.290 2.776
264 O -2.626 -3.457 4.210
265 C -2.732 -2.182 4.880
266 N -3.957 -5.337 2.138
267 H -1.080 -4.739 0.798
268 H -2.488 -3.862 0.115
269 H -2.305 -5.640 0.081
270 H -1.957 -5.296 2.764
271 H -3.336 -2.584 2.405
272 H -1.599 -2.905 2.551
273 H -3.754 -1.808 4.812
274 H -2.106 -1.384 4.481
275 H -2.477 -2.232 5.938
276 H -4.324 -5.102 3.049
277 H -4.621 -4.903 1.512

For the gap between HOMO and LUMO, the calculation gives 8.7 eV. For the electronic energy, the calculation gives -129815.668 eV. As for the lowest unoccupied orbital energy: 0.145 eV.

These are the Löwdin partial charges, in e, on atoms 1 to 99: atom 1 (C): -0.119, atom 2 (O): -0.184, atom 3 (C): -0.220, atom 4 (C): -0.200, atom 5 (N): -0.037, atom 6 (C): -0.205, atom 7 (C): -0.211, atom 8 (O): -0.168, atom 9 (C): -0.123, atom 10 (H): 0.086, atom 11 (H): 0.076, atom 12 (H): 0.089, atom 13 (H): 0.114, atom 14 (H): 0.119, atom 15 (H): 0.120, atom 16 (H): 0.109, atom 17 (H): 0.083, atom 18 (H): 0.115, atom 19 (H): 0.127, atom 20 (H): 0.121, atom 21 (H): 0.099, atom 22 (H): 0.066, atom 23 (H): 0.073, atom 24 (H): 0.092, atom 25 (C): -0.088, atom 26 (O): -0.171, atom 27 (C): -0.208, atom 28 (C): -0.217, atom 29 (N): -0.053, atom 30 (C): -0.137, atom 31 (C): -0.243, atom 32 (O): -0.195, atom 33 (C): -0.126, atom 34 (H): 0.064, atom 35 (H): 0.087, atom 36 (H): 0.053, atom 37 (H): 0.121, atom 38 (H): 0.107, atom 39 (H): 0.115, atom 40 (H): 0.113, atom 41 (H): 0.081, atom 42 (H): 0.108, atom 43 (H): 0.109, atom 44 (H): 0.113, atom 45 (H): 0.112, atom 46 (H): 0.091, atom 47 (H): 0.089, atom 48 (H): 0.088, atom 49 (C): -0.108, atom 50 (O): -0.204, atom 51 (C): -0.153, atom 52 (C): -0.156, atom 53 (N): -0.045, atom 54 (C): -0.177, atom 55 (C): -0.152, atom 56 (O): -0.225, atom 57 (C): -0.069, atom 58 (H): 0.083, atom 59 (H): 0.078, atom 60 (H): 0.061, atom 61 (H): 0.108, atom 62 (H): 0.109, atom 63 (H): 0.088, atom 64 (H): 0.092, atom 65 (H): 0.091, atom 66 (H): 0.087, atom 67 (H): 0.100, atom 68 (H): 0.091, atom 69 (H): 0.109, atom 70 (H): 0.072, atom 71 (H): 0.068, atom 72 (H): 0.080, atom 73 (C): -0.094, atom 74 (O): -0.203, atom 75 (C): -0.181, atom 76 (C): -0.121, atom 77 (N): -0.063, atom 78 (C): -0.187, atom 79 (C): -0.201, atom 80 (O): -0.191, atom 81 (C): -0.103, atom 82 (H): 0.086, atom 83 (H): 0.088, atom 84 (H): 0.076, atom 85 (H): 0.107, atom 86 (H): 0.085, atom 87 (H): 0.110, atom 88 (H): 0.102, atom 89 (H): 0.085, atom 90 (H): 0.114, atom 91 (H): 0.114, atom 92 (H): 0.118, atom 93 (H): 0.114, atom 94 (H): 0.076, atom 95 (H): 0.086, atom 96 (H): 0.088, atom 97 (C): -0.027, atom 98 (C): -0.508, atom 99 (C): -0.042